{"formula": "C53H60FIN9O", "method": "wB97M-V/def2-TZVPD", "elements": ["C", "C", "C", "N", "C", "C", "F", "C", "C", "O", "I", "C", "C", "C", "C", "C", "C", "H", "H", "H", "H", "H", "H", "H", "H", "H", "H", "H", "H", "H", "H", "H", "H", "H", "H", "H", "H", "N", "C", "C", "C", "C", "C", "H", "H", "H", "H", "H", "N", "C", "C", "C", "C", "C", "H", "H", "H", "H", "H", "N", "C", "C", "C", "C", "C", "H", "H", "H", "H", "H", "N", "C", "C", "C", "C", "C", "H", "H", "H", "H", "H", "N", "C", "C", "C", "C", "C", "H", "H", "H", "H", "H", "N", "C", "C", "C", "C", "C", "H", "H", "H", "H", "H", "N", "C", "C", "C", "C", "C", "H", "H", "H", "H", "H", "N", "C", "C", "C", "C", "C", "H", "H", "H", "H", "H"], "positions_angstrom": [[-0.1919, 2.8217, 4.1305], [-0.0673, 1.7095, 3.1118], [-0.4640, 2.0869, 1.5650], [-1.9682, 2.4257, 1.5252], [-2.6301, 2.0025, 0.3660], [-1.5985, 1.1800, -0.6628], [-2.4896, 0.0434, -1.0712], [-1.3028, 2.2988, -1.8216], [0.1992, 2.2500, -2.4755], [0.4561, 1.3568, -3.4670], [1.7382, 3.6452, -1.6815], [-0.4722, 0.8355, 0.4758], [0.9403, 0.1170, 0.0642], [1.0221, -1.4439, 0.6560], [2.1972, -2.1995, -0.2172], [2.5159, -3.7379, 0.2544], [3.6486, -1.3803, -0.1285], [-0.7508, 2.7136, 5.1531], [0.2769, 3.8712, 3.8113], [0.2909, 0.6154, 3.4065], [0.2275, 2.9172, 1.0904], [-2.3933, 2.9390, 2.3469], [-3.7846, 2.2253, 0.1967], [-1.6212, 3.3597, -1.4198], [-2.0602, 2.0605, -2.7132], [-1.0124, -0.0080, 1.1239], [1.8605, 0.6896, 0.5599], [1.1402, 0.0227, -1.0844], [1.2354, -1.4422, 1.8130], [0.0001, -2.0144, 0.4310], [1.9172, -2.2163, -1.3700], [1.6874, -4.4703, -0.1721], [2.7026, -3.8776, 1.4030], [3.5302, -4.0573, -0.2842], [3.6069, -0.3422, -0.6851], [4.0260, -1.2677, 0.9942], [4.4559, -2.0548, -0.6924], [2.2864, -4.5535, -3.4801], [1.2372, -3.8888, -4.0119], [1.2167, -3.3888, -5.3041], [2.3412, -3.5772, -6.1006], [3.4382, -4.2562, -5.5806], [3.3631, -4.7225, -4.2780], [0.3851, -3.7645, -3.3500], [0.3453, -2.8648, -5.6801], [2.3625, -3.1983, -7.1183], [4.3298, -4.4189, -6.1756], [4.1919, -5.2617, -3.8279], [-3.1978, 4.6457, 4.6196], [-4.0178, 3.7077, 5.1423], [-4.6924, 3.8568, 6.3435], [-4.5139, 5.0376, 7.0564], [-3.6741, 6.0217, 6.5450], [-3.0456, 5.7822, 5.3336], [-4.1219, 2.8029, 4.5505], [-5.3408, 3.0712, 6.7143], [-5.0250, 5.1900, 8.0025], [-3.5136, 6.9528, 7.0766], [-2.3834, 6.5210, 4.8910], [1.5503, -7.0701, 1.8823], [0.5965, -8.0262, 1.9206], [0.7113, -9.2547, 1.2900], [1.8726, -9.5202, 0.5722], [2.8723, -8.5547, 0.5128], [2.6673, -7.3573, 1.1793], [-0.2920, -7.7703, 2.4903], [-0.0858, -9.9866, 1.3565], [1.9980, -10.4717, 0.0636], [3.7889, -8.7307, -0.0387], [3.4195, -6.5735, 1.1658], [-2.5527, -5.2768, 3.6681], [-3.6018, -4.6121, 3.1363], [-3.6224, -4.1121, 1.8442], [-2.4979, -4.3004, 1.0476], [-1.4008, -4.9795, 1.5676], [-1.4760, -5.4458, 2.8702], [-4.4540, -4.4877, 3.7982], [-4.4938, -3.5881, 1.4682], [-2.4766, -3.9215, 0.0299], [-0.5093, -5.1422, 0.9727], [-0.6471, -5.9850, 3.3203], [5.5755, -4.3620, 0.5017], [5.8534, -3.7430, 1.6700], [6.9784, -4.0085, 2.4342], [7.8730, -4.9700, 1.9765], [7.6134, -5.6262, 0.7777], [6.4633, -5.2894, 0.0821], [5.1237, -3.0033, 1.9864], [7.1526, -3.4787, 3.3639], [8.7653, -5.2061, 2.5490], [8.2906, -6.3809, 0.3941], [6.2183, -5.7708, -0.8605], [0.9009, -1.4771, -9.0085], [1.7456, -1.6331, -10.0513], [2.6055, -0.6440, -10.5011], [2.5980, 0.5827, -9.8454], [1.7378, 0.7744, -8.7691], [0.9174, -0.2761, -8.3907], [1.7120, -2.6065, -10.5320], [3.2647, -0.8254, -11.3423], [3.2571, 1.3825, -10.1702], [1.7077, 1.7188, -8.2376], [0.2311, -0.1769, -7.5544], [-4.9716, 5.8800, -5.1763], [-4.6937, 6.4990, -4.0080], [-3.5687, 6.2335, -3.2438], [-2.6741, 5.2719, -3.7015], [-2.9337, 4.6158, -4.9004], [-4.0838, 4.9525, -5.5959], [-5.4234, 7.2386, -3.6916], [-3.3945, 6.7632, -2.3142], [-1.7818, 5.0358, -3.1290], [-2.2565, 3.8611, -5.2839], [-4.3288, 4.4711, -6.5386], [-2.9611, 9.7988, 6.1934], [-4.2163, 9.5379, 5.7669], [-5.3475, 10.1537, 6.2779], [-5.1848, 11.0924, 7.2913], [-3.9048, 11.3813, 7.7531], [-2.8346, 10.7160, 7.1769], [-4.2914, 8.7959, 4.9772], [-6.3314, 9.9072, 5.8955], [-6.0482, 11.5949, 7.7176], [-3.7446, 12.1074, 8.5420], [-1.8157, 10.9094, 7.5004]], "forces_ev_per_a": [[0.5, -2.2, -3.2], [-0.5, 2.6, 2.1], [1.4, -0.9, -0.8], [-1.4, -1.1, -4.0], [2.0, 1.0, 3.2], [-2.1, 1.5, 2.4], [2.8, 2.6, 0.6], [-0.8, -0.6, -1.2], [0.3, -5.3, -5.1], [-1.7, 6.4, 7.0], [-1.3, -1.1, -0.6], [-0.5, -2.3, 1.1], [0.7, -0.4, 0.8], [0.0, 0.0, -1.3], [1.2, 0.0, 0.5], [0.2, -0.2, -1.3], [0.1, -0.7, -0.4], [2.1, -0.1, -1.7], [-2.1, -2.1, 0.5], [-1.8, 2.3, -0.7], [-1.8, -1.1, 1.2], [0.3, -0.5, -1.2], [2.7, -0.5, 0.4], [1.1, -2.1, -0.7], [1.7, 0.4, 1.9], [0.9, 1.6, -1.5], [-2.1, -1.0, -1.2], [-0.6, 0.5, 2.1], [-0.4, -0.1, -2.3], [2.1, 1.3, 0.6], [0.3, 0.0, 2.4], [1.6, 1.5, 1.2], [-0.7, 0.4, -2.1], [-2.4, 0.7, 1.3], [0.1, -2.0, 1.3], [-0.9, -0.1, -2.4], [-1.8, 1.5, 1.3], [0.0, 0.4, -0.9], [0.7, -0.5, 0.4], [0.2, 0.0, -0.1], [0.1, 0.0, -0.1], [-0.3, 0.1, 0.0], [-0.7, 0.1, 0.6], [0.0, 0.0, -0.1], [0.1, -0.1, 0.0], [-0.1, 0.0, 0.1], [-0.1, 0.0, 0.1], [0.0, 0.0, -0.1], [-0.4, -0.1, 0.6], [0.5, 0.6, -0.3], [0.0, 0.1, 0.0], [0.0, 0.0, 0.0], [-0.2, -0.2, 0.1], [0.1, -0.5, -0.6], [-0.1, 0.0, 0.1], [0.1, 0.1, -0.1], [0.1, 0.0, -0.1], [0.0, -0.1, -0.1], [-0.1, 0.0, 0.1], [0.0, -0.9, -0.5], [0.6, 0.6, 0.0], [0.2, 0.0, -0.1], [0.0, 0.0, 0.0], [-0.2, -0.2, 0.1], [-0.6, 0.3, 0.5], [0.1, -0.2, -0.1], [0.1, 0.1, 0.0], [0.0, 0.1, 0.1], [-0.1, 0.0, 0.1], [0.0, 0.0, -0.1], [0.0, 0.4, -1.0], [0.7, -0.5, 0.5], [0.2, 0.0, -0.1], [0.0, 0.0, 0.0], [-0.2, 0.2, -0.2], [-0.7, 0.1, 0.7], [0.0, 0.0, -0.1], [0.0, -0.1, 0.0], [0.0, -0.1, 0.1], [0.0, 0.0, 0.1], [0.0, 0.2, -0.1], [1.2, -0.3, 0.6], [-0.2, -0.4, -0.8], [0.1, -0.2, -0.1], [0.0, 0.0, 0.0], [0.0, 0.1, 0.2], [-0.6, 0.6, 0.2], [0.1, -0.1, 0.0], [0.0, 0.0, -0.1], [-0.1, 0.0, -0.1], [-0.1, 0.1, 0.0], [0.0, 0.0, 0.1], [0.6, 0.7, -0.2], [-0.6, 0.0, 0.7], [0.0, 0.2, 0.1], [0.0, 0.0, 0.0], [0.1, -0.1, -0.2], [-0.1, -0.8, -0.4], [0.0, 0.1, 0.0], [-0.1, 0.0, 0.1], [-0.1, -0.1, 0.0], [0.0, -0.1, 0.0], [0.1, 0.0, 0.0], [0.9, -0.2, 0.6], [-0.3, -0.4, -0.9], [0.2, -0.2, 0.0], [-0.1, 0.0, 0.0], [0.1, 0.1, 0.3], [-0.7, 0.6, 0.1], [0.1, 0.0, 0.0], [0.0, 0.0, -0.1], [0.0, 0.1, -0.1], [-0.1, 0.1, 0.0], [0.1, 0.0, 0.1], [-0.8, 0.4, 0.4], [0.9, 0.2, 0.2], [0.1, 0.1, 0.2], [0.0, 0.0, 0.0], [-0.3, -0.1, -0.1], [0.1, -0.6, -0.6], [-0.1, 0.1, 0.0], [0.1, 0.0, 0.0], [0.1, -0.1, -0.1], [0.0, -0.1, -0.1], [-0.1, 0.0, 0.0]], "total_charge": 1, "energy_ev": -82193.1857, "homo_lumo_gap_ev": 6.3, "max_force_ha_per_bohr": 0.1878}